No. 1
An isolated molecule of C4H3NO3 at a distorted geometry, computed with wB97M-V/def2-TZVPD.

Geometry as ORCA input:
```
! RIJCOSX wB97M-V def2-TZVPD def2/J DEFGRID3
* xyz 0 1
O -2.05 -1.45 0.74
C -1.06 -0.88 0.42
O 0.02 -1.46 -0.13
C 1.12 -0.57 -0.18
C 0.50 0.74 0.02
C -0.65 1.41 -0.51
O -1.34 2.09 -1.21
N -0.84 0.51 0.55
H 1.59 -0.86 -1.07
H 1.73 -0.90 0.62
H 1.00 1.38 0.76
*
```

Values from the calculation:
calculated total energy: -434.62615 hartree
highest occupied orbital energy: -0.38222 Eh
LUMO energy: 0.281 eV
ΔE to the lowest compared entry with this formula, charge and spin: 265.7 kJ/mol
HOMO-LUMO gap: 10.682 eV
F_max: 4.20 eV/A
SMILES: O=C1OC[C@H]2C(=O)N12

Mulliken charges in e: -0.4849, 0.5684, -0.3490, -0.4559, 0.1671, 0.4510, -0.4756, -0.2440, 0.2638, 0.2993, 0.2598


No. 2
An isolated molecule of C4H3NO3 at a distorted geometry, computed with wB97M-V/def2-TZVPD.

Geometry as ORCA input:
```
! RIJCOSX wB97M-V def2-TZVPD def2/J DEFGRID3
* xyz 0 1
C 1.89 -1.12 0.01
N 1.50 -0.42 -1.08
C 0.36 0.22 -0.65
C 0.11 -0.14 0.65
O 0.96 -1.05 1.07
O -1.19 -0.11 1.09
C -1.55 0.87 -0.08
O -0.71 1.03 -1.14
H 2.87 -1.69 0.01
H -1.70 1.95 0.35
H -2.55 0.46 -0.23
*
```

Values from the calculation:
calculated total energy: -434.56635 hartree
highest occupied orbital energy: -0.30516 Eh
LUMO energy: 0.701 eV
ΔE to the lowest compared entry with this formula, charge and spin: 422.7 kJ/mol
HOMO-LUMO gap: 9.005 eV
F_max: 6.48 eV/A
SMILES: c1nc2c(o1)OCO2

Mulliken charges in e: -0.0642, -0.5440, 0.4301, 0.4795, -0.3057, -0.3534, -0.1742, -0.2834, 0.3544, 0.2131, 0.2478


No. 3
An isolated molecule of C4H3NO5S at a distorted geometry, computed with wB97M-V/def2-TZVPD.

Geometry as ORCA input:
```
! RIJCOSX wB97M-V def2-TZVPD def2/J DEFGRID3
* xyz 0 1
C -1.95 0.09 -0.01
C -0.06 -1.33 0.06
C -0.73 0.99 -0.23
C 0.37 0.06 -0.29
N -1.46 -1.30 -0.09
O -3.13 0.28 0.00
O 0.64 -2.29 0.14
O 2.45 1.95 -0.22
O 3.09 -0.41 -0.66
O 2.00 0.25 1.48
S 2.34 0.52 0.09
H -0.82 1.74 -1.14
H -0.69 1.63 0.60
H -2.06 -2.17 0.28
*
```

Values from the calculation:
calculated total energy: -983.24125 hartree
highest occupied orbital energy (alpha / beta): -0.40201 / -0.40201 Eh
LUMO energy (alpha / beta): -3.661 / -3.659 eV
ΔE to the lowest compared entry with this formula, charge and spin: 174.1 kJ/mol
HOMO-LUMO gap (alpha / beta): 7.278 / 7.280 eV
F_max: 3.76 eV/A

Mulliken charges in e: 0.1981, 0.3036, -0.1083, 0.1043, -0.1429, -0.4918, -0.4644, -0.5612, -0.4951, -0.4988, 1.1784, 0.3250, 0.3120, 0.3408


No. 4
An isolated molecule of C4H3NOS2 at a distorted geometry, computed with wB97M-V/def2-TZVPD.

Geometry as ORCA input:
```
! RIJCOSX wB97M-V def2-TZVPD def2/J DEFGRID3
* xyz 0 1
C -3.55 0.32 -0.21
C -2.37 0.05 -0.14
C -1.17 -0.75 0.03
O -1.18 -1.91 0.38
N 0.06 -0.03 -0.14
S 0.19 1.67 0.10
C 1.22 -0.81 -0.20
S 2.74 -0.27 -0.08
H -4.58 0.55 -0.24
H 0.92 1.52 1.22
H 1.04 -1.89 -0.30
*
```

Values from the calculation:
calculated total energy: -1080.48901 hartree
highest occupied orbital energy: -0.32744 Eh
LUMO energy: -0.641 eV
ΔE to the lowest compared entry with this formula, charge and spin: 263.2 kJ/mol
HOMO-LUMO gap: 8.269 eV
F_max: 1.93 eV/A
SMILES: C#CC(=O)N(S)C=S

Mulliken charges in e: -0.0762, -0.5406, 0.7697, -0.4727, -0.0759, -0.0574, -0.1254, -0.2649, 0.4081, 0.1392, 0.2962